Below is a structure of composition C3H3KLiO4 in a non-equilibrium geometry, with properties calculated with ωB97M-V/def2-TZVPD.

Each line ends with the natural charge from an NBO analysis.
Element x y z (Å)
H (1.89567, 0.45215, 2.50307)  0.146
O (0.75533, -0.80509, 1.26732)  -0.988
O (0.52065, 1.55745, -0.04995)  -0.635
C (0.91587, 0.34298, 1.96562)  -0.144
C (0.82211, 1.59083, 1.13870)  0.423
H (0.17037, 0.51280, 2.78795)  0.154
H (0.90795, 2.56735, 1.66426)  0.105
O (-2.32273, -0.80505, -3.34034)  -0.760
C (-1.38396, -0.47193, -2.62532)  0.696
O (-0.64798, -1.16595, -1.88815)  -0.861
K (-2.10325, -3.32233, -2.92071)  0.953
Li (0.46998, -0.45320, -0.50246)  0.913

Cartesian forces (eV/Å) of the 3 atoms listed first:
H -0.11 -0.10 -0.05
O 0.06 0.35 -0.11
O 0.52 0.04 0.47

Calculated values
Lowest unoccupied orbital energy (alpha / beta)   -1.0 / -1.2 eV
Energy above the lowest of the compared OMol25 structures with the same formula, charge and spin   0.0 kJ/mol
Gap between HOMO and LUMO (alpha / beta)   6.3 / 6.2 eV
Total energy   -27880.232 eV
Spin multiplicity   2
HOMO (alpha / beta)   -7.30 / -7.43 eV


Below is the molecule C6H10N2 in a non-equilibrium geometry, with properties calculated with ωB97M-V/def2-TZVPD.

Each line ends with the natural charge from an NBO analysis.
Element x y z (Å)
C (-2.60286, 0.10376, 0.21228)  -0.643
C (-1.10421, 0.16754, 0.02758)  -0.135
C (-0.16215, -0.76498, -0.25171)  0.212
N (-0.08144, -2.05082, -0.43574)  -0.803
C (0.94919, 0.31253, -0.35434)  0.050
C (2.24485, 0.12810, 0.35932)  -0.627
N (0.68767, 1.56315, -1.07149)  -0.578
C (-0.10359, 1.30303, 0.10168)  -0.079
H (-3.05550, -0.40681, -0.64548)  0.207
H (-2.83863, -0.56043, 1.05076)  0.208
H (-3.04782, 1.08753, 0.36767)  0.224
H (0.77205, -2.51899, -0.72313)  0.397
H (-0.89237, -2.66124, -0.41646)  0.394
H (2.71943, -0.80222, 0.02746)  0.204
H (2.94875, 0.94008, 0.14697)  0.212
H (2.10421, 0.06977, 1.44290)  0.214
H (1.40088, 2.26161, -0.87158)  0.359
H (0.06153, 1.82838, 1.03332)  0.184

Cartesian forces (eV/Å) of the 3 atoms listed first:
C 0.65 -0.69 -0.25
C -0.61 -0.13 -0.06
C -0.05 4.60 -0.69

Calculated values
Lowest unoccupied orbital energy   0.9 eV
Energy above the lowest of the compared OMol25 structures with the same formula, charge and spin   349.5 kJ/mol
Gap between HOMO and LUMO   7.8 eV
Total energy   -9360.815 eV
Spin multiplicity   1
SMILES   CC1=C(N)[C@]2(C)N[C@@H]12
HOMO   -6.94 eV


Below is the ion C8H8O5P with charge +1 in a non-equilibrium geometry, with properties calculated with ωB97M-V/def2-TZVPD.

Each line ends with the natural charge from an NBO analysis.
Element x y z (Å)
C (-1.21418, -2.11710, -1.73102)  -0.384
C (0.10253, -1.61086, -1.63242)  0.448
C (0.15651, -0.35122, -0.80322)  0.412
C (-0.92510, 0.17970, -0.17076)  0.079
C (-2.21980, -1.76899, -0.85397)  0.351
C (-2.10038, -0.56376, -0.00666)  0.442
C (3.18129, 1.70726, 1.31019)  -0.638
C (1.71526, 1.65414, 1.66487)  -0.729
O (1.08700, -1.85693, -2.27353)  -0.381
O (1.13796, 0.47929, -0.81171)  -0.618
O (-0.75293, 1.42162, 0.31588)  -0.743
O (-3.46287, -2.18438, -0.92821)  -0.612
O (-3.07862, -0.10273, 0.73338)  -0.552
P (0.85442, 1.99545, 0.03704)  1.391
H (-1.26101, -3.01212, -2.40632)  0.269
H (3.36102, 2.54095, 0.60729)  0.222
H (3.68832, 1.80021, 2.30948)  0.252
H (3.44563, 0.71871, 0.93447)  0.229
H (1.38061, 2.53943, 2.24701)  0.257
H (1.44542, 0.66074, 1.88127)  0.236
H (-3.68287, -2.97085, -1.48049)  0.531
H (-2.85823, 0.84144, 1.05743)  0.538

Cartesian forces (eV/Å) of the 3 atoms listed first:
C -1.39 -2.75 0.47
C 0.99 2.02 -0.01
C 0.08 1.11 0.20

Calculated values
Lowest unoccupied orbital energy   -6.5 eV
Energy above the lowest of the compared OMol25 structures with the same formula, charge and spin   0.0 kJ/mol
Gap between HOMO and LUMO   6.3 eV
Total energy   -27943.066 eV
Spin multiplicity   1
Charge   +1
HOMO   -12.83 eV


Below is a structure of composition C6H12O, with properties calculated with ωB97M-V/def2-TZVPD.

Each line ends with the natural charge from an NBO analysis.
Element x y z (Å)
C (-2.66362, -0.76267, -0.32765)  -0.603
C (-1.42002, 0.06844, -0.61754)  -0.391
C (-0.37111, 0.00298, 0.49362)  -0.394
C (0.95310, 0.60994, 0.04964)  -0.263
C (1.96784, -0.34040, -0.61261)  -0.052
O (3.00201, 0.02655, 0.30881)  -0.535
C (2.08242, 0.82021, 1.07139)  -0.050
H (-2.39886, -1.81883, -0.20631)  0.202
H (-3.14923, -0.43380, 0.59790)  0.202
H (-3.39886, -0.69032, -1.13647)  0.211
H (-1.70126, 1.11860, -0.77244)  0.196
H (-0.96694, -0.26746, -1.56012)  0.194
H (-0.21110, -1.04812, 0.78755)  0.197
H (-0.75517, 0.51956, 1.38420)  0.203
H (0.76111, 1.51421, -0.54007)  0.204
H (2.25326, -0.15660, -1.65651)  0.176
H (1.68604, -1.39821, -0.51206)  0.162
H (1.89856, 0.38243, 2.06180)  0.167
H (2.43183, 1.85348, 1.18687)  0.175

Cartesian forces (eV/Å) of the 3 atoms listed first:
C -0.06 -0.05 0.05
C 0.02 0.04 -0.10
C 0.01 -0.09 0.07

Calculated values
Lowest unoccupied orbital energy   1.1 eV
Energy above the lowest of the compared OMol25 structures with the same formula, charge and spin   131.9 kJ/mol
Gap between HOMO and LUMO   10.7 eV
Total energy   -8462.987 eV
Spin multiplicity   1
HOMO   -9.57 eV


Below is a cluster of 6 separate species, H12O6 in total, with properties calculated with ωB97M-V/def2-TZVPD.

Each line ends with the natural charge from an NBO analysis.
Element x y z (Å)
O (10.98159, 16.44434, 7.34634)  -0.922
H (10.09456, 16.08467, 7.33940)  0.454
H (11.27211, 16.38409, 6.43628)  0.470
O (9.40715, 12.43038, 11.84583)  -0.952
H (8.63083, 12.98800, 11.79456)  0.466
H (10.03726, 12.84123, 11.25388)  0.484
O (10.53682, 13.01267, 9.04869)  -0.991
H (10.67169, 13.43519, 8.20045)  0.483
H (9.68403, 12.58498, 8.97087)  0.491
O (13.24003, 13.64987, 11.50331)  -0.937
H (13.06783, 13.67642, 12.44453)  0.464
H (12.41791, 13.92997, 11.10094)  0.473
O (10.08217, 13.53613, 6.12853)  -0.941
H (9.92118, 13.35601, 5.20231)  0.480
H (9.42356, 14.18961, 6.36394)  0.462
O (8.26670, 11.42324, 9.10035)  -0.949
H (7.87093, 10.99990, 8.33852)  0.476
H (8.56638, 10.69839, 9.64900)  0.491

Cartesian forces (eV/Å) of the 3 atoms listed first:
O 0.04 0.12 0.20
H -0.17 0.02 0.12
H 0.17 -0.06 -0.23

Calculated values
Lowest unoccupied orbital energy   0.0 eV
Energy above the lowest of the compared OMol25 structures with the same formula, charge and spin   136.9 kJ/mol
Gap between HOMO and LUMO   11.0 eV
Total energy   -12479.695 eV
Spin multiplicity   1
SMILES   O.O.O.O.O.O
HOMO   -10.96 eV